Computed, not measured: a gas-phase ion, C5H11N2O (charge +1) at a distorted geometry, with wB97M-V/def2-TZVPD.

Geometry as XYZ:
```
19
Properties=species:S:1:pos:R:3
C -1.024 -0.299 1.368
C -1.337 1.320 -0.515
C -0.674 0.349 -1.394
C 1.158 0.003 0.438
C 2.410 -0.669 0.025
N -1.524 0.845 0.879
N 0.222 -0.692 1.122
O -1.165 -0.902 -1.352
H -1.621 -0.905 2.032
H -0.809 2.276 -0.511
H -2.354 1.501 -0.882
H 0.056 0.639 -2.128
H 1.105 1.075 0.479
H 2.852 -0.165 -0.831
H 2.242 -1.716 -0.225
H 3.148 -0.632 0.830
H -2.423 1.106 1.258
H 0.465 -1.644 1.389
H -0.730 -1.489 -1.984
```

Summary:
- relative energy (zero: lowest compared OMol25 entry of this formula, charge and spin) (kcal per mole) = 77.99
- HOMO-LUMO gap (alpha / beta) (eV) = 8.04 / 7.39
- HOMO level (alpha / beta) (eV) = -11.489 / -11.454
- charge = +1
- E_tot (eV) = -10382.2233